{
  "formula": "C5H14O3",
  "method": "wB97M-V/def2-TZVPD",
  "elements": ["C", "C", "C", "C", "C", "H", "H", "H", "H", "H", "H", "H", "H", "O", "H", "H", "O", "H", "H", "O", "H", "H"],
  "coordinates": [[0.2824, 3.3501, -0.5915], [1.1489, 2.4936, 0.0327], [1.3484, 1.0550, -0.2407], [0.4926, 0.0990, 0.1691], [1.0165, -1.2317, 0.3765], [0.0617, 4.3446, -0.2796], [-0.5553, 2.7241, -1.0025], [1.9362, 2.9120, 0.8256], [2.1718, 0.5654, -0.8114], [-0.5464, 0.3337, 0.5593], [1.5875, -1.3154, 1.3016], [1.7460, -1.7410, -0.2435], [0.2378, -2.0960, 0.5425], [0.0883, -2.6955, 3.0484], [0.0935, -1.8738, 3.1510], [-0.7736, -3.0347, 3.0586], [-2.8642, -0.4963, 0.7864], [-2.4874, -0.9279, -0.0362], [-3.1902, -1.3140, 1.2190], [-0.4840, -0.8519, -3.7214], [-0.2498, 0.0975, -3.3630], [0.3152, -0.9203, -4.3053]],
  "atomic_forces_ev_per_a": [[-0.524, -3.855, 1.557], [1.725, 2.596, 0.157], [-1.240, -1.146, -0.386], [-0.673, 1.975, 0.230], [-1.176, -4.724, 1.162], [0.254, 0.596, 0.061], [0.750, 1.191, -0.620], [-1.598, -0.728, -1.878], [0.195, 1.319, 0.828], [1.515, -0.165, -0.156], [-0.254, 0.479, 0.500], [0.075, 0.728, -1.196], [1.033, 1.841, -0.438], [1.908, -10.609, -1.309], [-0.212, 10.984, 1.360], [-1.764, -0.451, 0.104], [0.428, -2.021, -1.184], [-0.480, 1.112, 1.097], [0.036, 0.876, 0.046], [2.232, 3.136, 0.179], [-1.119, -2.648, -0.615], [-1.111, -0.483, 0.503]],
  "nbo_charge": [-0.42, -0.18, -0.27, -0.18, -0.68, 0.21, 0.19, 0.20, 0.21, 0.22, 0.23, 0.23, 0.22, -0.91, 0.45, 0.46, -0.93, 0.47, 0.46, -0.93, 0.47, 0.46],
  "smiles": "C=C/C=C/C.O.O.O",
  "total_charge": 0,
  "homo_lumo_gap_ha": 0.3477,
  "e_above_lowest_kcal_mol": 78.8,
  "e_homo_ev": -8.99,
  "e_lumo_ev": 0.468,
  "energy_ev": -11550.7053,
  "largest_force_ha_per_bohr": 0.215
}

=====

{
  "formula": "C5H14O3",
  "method": "wB97M-V/def2-TZVPD",
  "elements": ["C", "C", "C", "C", "C", "H", "H", "H", "H", "H", "H", "H", "H", "O", "H", "H", "O", "H", "H", "O", "H", "H"],
  "coordinates": [[1.5110, -1.2713, -0.7901], [1.1982, -0.2156, -0.0495], [-0.1707, 0.0093, 0.4896], [-0.4580, -0.2062, 1.7662], [-1.2241, 0.4880, -0.4791], [0.7678, -2.0363, -0.9771], [2.5372, -1.4353, -1.0730], [1.9674, 0.4823, 0.2692], [-1.4590, -0.1223, 2.1772], [0.2769, -0.5393, 2.4940], [-0.7621, 0.8919, -1.3824], [-1.8930, 1.2570, -0.0905], [-1.8622, -0.3306, -0.8329], [-1.5371, -3.0642, 0.7205], [-0.6818, -2.9192, 1.1394], [-1.7501, -2.1735, 0.3977], [-0.0222, 2.8869, 2.6152], [0.6578, 3.2492, 2.0352], [0.4722, 2.3490, 3.2423], [1.0347, 0.8238, -3.5931], [0.5427, 1.6359, -3.7385], [0.8543, 0.2405, -4.3400]],
  "atomic_forces_ev_per_a": [[0.004, 0.206, 0.679], [-0.051, -0.299, 0.294], [-0.264, 0.226, 0.086], [-0.015, -0.283, 0.453], [-0.153, 0.041, -0.654], [0.039, -0.010, -0.331], [0.065, -0.116, -0.296], [0.008, 0.087, -0.218], [-0.019, 0.281, -0.217], [0.154, -0.021, -0.230], [0.061, -0.036, 0.077], [0.135, -0.097, 0.318], [0.080, -0.032, 0.054], [-0.010, 0.380, -0.207], [-0.007, -0.074, 0.050], [0.003, -0.391, 0.162], [0.196, 0.151, 0.001], [-0.127, -0.015, 0.024], [-0.086, -0.038, -0.010], [0.118, -0.152, 0.080], [-0.056, -0.056, -0.202], [-0.076, 0.247, 0.087]],
  "nbo_charge": [-0.37, -0.21, -0.03, -0.40, -0.65, 0.20, 0.20, 0.20, 0.20, 0.19, 0.23, 0.23, 0.21, -0.94, 0.47, 0.47, -0.93, 0.47, 0.47, -0.94, 0.47, 0.47],
  "smiles": "C=CC(=C)C.O.O.O",
  "total_charge": 0,
  "homo_lumo_gap_ha": 0.3621,
  "e_above_lowest_kcal_mol": 27.7,
  "e_homo_ev": -9.27,
  "e_lumo_ev": 0.586,
  "energy_ev": -11552.9235,
  "largest_force_ha_per_bohr": 0.014
}

=====

{
  "formula": "C5H14OS2",
  "method": "wB97M-V/def2-TZVPD",
  "elements": ["C", "C", "C", "S", "S", "C", "C", "H", "H", "H", "H", "H", "H", "H", "H", "H", "H", "H", "H", "O", "H", "H"],
  "coordinates": [[-3.2928, 0.9647, -1.7301], [-1.8607, 0.7817, -2.2713], [-0.8861, 0.2011, -1.1751], [0.7873, 0.9992, -1.1671], [2.0266, -0.2420, -0.0105], [1.9862, 0.6196, 1.6552], [2.8994, -0.1880, 2.5588], [-3.9474, 1.3388, -2.4756], [-3.2836, 1.6414, -0.8200], [-3.6689, -0.0201, -1.2406], [-1.5491, 1.6577, -2.8548], [-1.7612, 0.0785, -3.0957], [-1.3167, 0.3253, -0.1657], [-0.5562, -0.8627, -1.2866], [2.3601, 1.6230, 1.5473], [0.9763, 0.6727, 1.9142], [2.4773, -1.1847, 2.5023], [2.8340, 0.1954, 3.5429], [4.0737, -0.3614, 2.2431], [0.1666, -2.7001, 0.6378], [0.5356, -3.4425, 1.0902], [0.9998, -2.0976, 0.6013]],
  "atomic_forces_ev_per_a": [[0.951, -1.540, 2.708], [0.647, -0.814, -0.021], [0.658, -0.074, 0.461], [0.201, -0.048, 0.077], [-0.430, 1.438, 0.019], [2.316, -0.263, -1.786], [1.786, -1.311, -1.587], [-0.769, 0.206, -0.540], [0.064, -0.329, -1.248], [0.413, 1.434, -1.275], [0.382, 0.459, 1.035], [-0.745, -0.552, 0.001], [0.113, -0.074, -0.482], [-1.140, 0.730, -0.173], [0.083, 0.430, -0.367], [-1.477, -0.225, 0.910], [0.112, -0.483, 0.648], [0.190, 0.190, 1.117], [-3.076, 1.024, 0.513], [1.870, 1.902, -0.255], [0.015, -1.137, 0.507], [-2.163, -0.962, -0.262]],
  "nbo_charge": [-0.60, -0.43, -0.52, 0.07, 0.04, -0.48, -0.63, 0.22, 0.21, 0.21, 0.22, 0.21, 0.21, 0.24, 0.21, 0.22, 0.20, 0.22, 0.22, -0.96, 0.46, 0.47],
  "smiles": "CCCSSCC.O",
  "total_charge": 0,
  "homo_lumo_gap_ha": 0.3473,
  "e_above_lowest_kcal_mol": 27.4,
  "e_homo_ev": -8.83,
  "e_lumo_ev": 0.619,
  "energy_ev": -29129.2068,
  "largest_force_ha_per_bohr": 0.064
}

=====

{
  "formula": "C5H14S",
  "method": "wB97M-V/def2-TZVPD",
  "elements": ["C", "C", "C", "H", "H", "H", "H", "H", "H", "H", "H", "C", "S", "C", "H", "H", "H", "H", "H", "H"],
  "coordinates": [[1.9748, -2.8361, -0.6911], [0.8400, -1.8612, -0.6383], [-0.1125, -2.1373, 0.5268], [2.6153, -2.9842, 0.1860], [2.7512, -2.7120, -1.4891], [1.6149, -3.8771, -0.8292], [0.3709, -1.8514, -1.6069], [1.1617, -0.8405, -0.4210], [0.4421, -2.5047, 1.3878], [-0.6385, -1.2027, 0.9296], [-0.9320, -2.8202, 0.3391], [-1.3324, 3.0682, 1.6361], [-0.8789, 3.9337, 0.1207], [-0.9108, 2.6661, -1.0861], [-1.7103, 2.0630, 1.4626], [-2.1584, 3.6458, 2.0092], [-0.4397, 2.9060, 2.2542], [-1.9434, 2.5210, -1.4318], [-0.3212, 3.0492, -1.9285], [-0.3927, 1.7745, -0.7302]],
  "atomic_forces_ev_per_a": [[1.712, -1.956, -0.564], [0.004, 0.737, 1.042], [-1.059, 1.162, 0.859], [-0.437, 0.718, 0.421], [-0.970, 0.351, 0.256], [-0.191, 0.502, -0.198], [-0.520, 0.084, -0.287], [0.524, -0.001, -0.470], [0.112, -0.174, 0.021], [0.775, -0.985, -0.807], [0.043, -0.419, -0.274], [0.372, -0.641, -0.444], [0.330, 0.946, 0.645], [0.073, -0.271, -1.058], [-0.165, -0.019, -0.440], [0.066, 0.146, 0.994], [-0.526, 0.595, 0.259], [0.417, -0.510, 0.092], [-0.196, -0.131, 0.058], [-0.366, -0.135, -0.107]],
  "nbo_charge": [-0.62, -0.42, -0.60, 0.21, 0.21, 0.20, 0.20, 0.20, 0.21, 0.20, 0.21, -0.76, 0.19, -0.77, 0.22, 0.23, 0.22, 0.22, 0.23, 0.22],
  "smiles": "CCC.CSC",
  "total_charge": 0,
  "homo_lumo_gap_ha": 0.3418,
  "e_above_lowest_kcal_mol": 17.2,
  "e_homo_ev": -8.38,
  "e_lumo_ev": 0.920,
  "energy_ev": -16246.5553,
  "largest_force_ha_per_bohr": 0.052
}

=====

{
  "formula": "C5H14S",
  "method": "wB97M-V/def2-TZVPD",
  "elements": ["C", "C", "S", "C", "H", "H", "H", "H", "H", "H", "H", "H", "C", "C", "H", "H", "H", "H", "H", "H"],
  "coordinates": [[-0.1814, 0.5383, -1.4972], [1.0295, 1.4363, -1.0362], [0.7971, 2.8485, 0.2417], [-0.7145, 2.4150, 1.3457], [-0.2896, -0.4784, -1.0187], [-0.0897, 0.3297, -2.6131], [-1.0960, 1.0462, -1.4643], [1.9444, 0.6790, -0.8919], [1.3072, 1.9857, -1.9924], [-0.8394, 1.4352, 0.9362], [-0.3715, 2.2968, 2.3567], [-1.6288, 2.9952, 1.1783], [0.1631, -1.7655, 1.1853], [-0.1935, -2.5715, -0.0243], [1.1022, -1.9805, 1.6372], [0.3933, -0.6653, 1.1040], [-0.7004, -1.7506, 1.8566], [0.7206, -2.9020, -0.4337], [-0.7778, -3.4799, 0.1739], [-0.5749, -2.4122, -1.0439]],
  "atomic_forces_ev_per_a": [[1.432, -1.218, -0.841], [0.863, -1.233, -1.416], [-0.653, -0.809, -0.136], [1.422, -0.441, -1.798], [0.257, 1.617, -0.287], [0.311, 0.167, 1.275], [-1.466, 0.864, 0.466], [-1.834, 1.964, 0.459], [-0.174, -0.249, 1.464], [-0.752, -0.836, 0.134], [-0.070, 0.362, 0.404], [0.638, 0.164, 0.091], [-1.485, 3.101, 0.183], [0.201, -2.059, -1.473], [0.392, -1.426, 0.607], [-0.686, -0.650, -0.930], [0.517, -0.272, 0.472], [1.588, -1.136, -0.071], [0.362, 0.102, 0.711], [-0.865, 1.988, 0.686]],
  "nbo_charge": [-0.65, -0.52, 0.11, -0.70, 0.23, 0.21, 0.21, 0.21, 0.22, 0.22, 0.22, 0.22, -0.63, -0.67, 0.22, 0.21, 0.21, 0.21, 0.21, 0.23],
  "smiles": "CCSC.CC",
  "total_charge": 0,
  "homo_lumo_gap_ha": 0.3489,
  "e_above_lowest_kcal_mol": 55.4,
  "e_homo_ev": -8.56,
  "e_lumo_ev": 0.930,
  "energy_ev": -16244.8977,
  "largest_force_ha_per_bohr": 0.067
}

=====

{
  "formula": "C5H14S",
  "method": "wB97M-V/def2-TZVPD",
  "elements": ["C", "C", "S", "C", "H", "H", "H", "H", "H", "H", "H", "H", "C", "C", "H", "H", "H", "H", "H", "H"],
  "coordinates": [[1.6809, 2.2005, -0.5771], [1.1336, 1.1448, 0.3963], [2.3203, -0.2021, 0.6756], [2.4812, -1.0185, -0.9367], [0.9984, 3.0463, -0.6873], [1.7871, 1.8371, -1.5957], [2.6444, 2.5123, -0.1727], [0.8564, 1.5193, 1.3745], [0.2183, 0.7641, -0.0725], [2.1441, -2.0561, -0.9453], [1.9336, -0.5124, -1.7339], [3.5098, -1.0757, -1.2996], [-2.8785, -0.6898, 1.3360], [-2.5774, -1.4009, 0.0069], [-2.0301, -0.7288, 2.0166], [-3.1715, 0.3526, 1.2256], [-3.7153, -1.1453, 1.8719], [-3.1866, -0.9252, -0.7559], [-2.6092, -2.4772, 0.1042], [-1.5396, -1.1449, -0.2309]],
  "atomic_forces_ev_per_a": [[-0.052, 0.176, 0.783], [-0.311, -0.309, -1.751], [0.029, -0.226, 0.132], [0.031, -0.211, -0.758], [0.056, 0.115, 0.353], [0.263, -0.409, 0.066], [0.019, 0.343, -0.393], [0.222, 0.194, 0.135], [0.014, -0.303, 0.387], [-0.272, 0.103, 0.413], [-0.138, 0.177, 0.250], [0.103, 0.342, 0.387], [-0.393, -0.402, 0.478], [0.854, 1.449, 0.758], [0.091, 0.010, 0.020], [0.223, 0.108, -0.270], [0.002, -0.123, -0.095], [-0.245, -0.733, -0.330], [-0.449, -0.159, -0.299], [-0.049, -0.141, -0.266]],
  "nbo_charge": [-0.62, -0.52, 0.18, -0.76, 0.21, 0.21, 0.21, 0.23, 0.20, 0.22, 0.22, 0.22, -0.61, -0.61, 0.20, 0.20, 0.20, 0.21, 0.21, 0.20],
  "smiles": "CCSC.CC",
  "total_charge": 0,
  "homo_lumo_gap_ha": 0.3464,
  "e_above_lowest_kcal_mol": 10.4,
  "e_homo_ev": -8.49,
  "e_lumo_ev": 0.933,
  "energy_ev": -16246.8480,
  "largest_force_ha_per_bohr": 0.036
}